C24H19Cl2FN2O2 | wB97M-V/def2-TZVPD

Last column: natural (NBO) charge in e.
Element x y z (Å)
O1 -0.00375 -1.45783 -8.78716  -0.586
C1 -0.18406 -2.20442 -7.84655  0.800
O2 -0.96397 -3.31769 -7.85083  -0.665
C2 0.45310 -1.80279 -6.50233  -0.356
C3 1.83841 -1.22030 -6.56545  -0.385
C4 0.69937 -0.35926 -6.07944  -0.233
C5 0.64351 -0.00038 -4.60824  0.162
C6 0.41076 1.29821 -4.17868  -0.216
C7 0.46802 1.58619 -2.79472  -0.213
C8 0.69168 0.54874 -1.88115  0.137
N1 0.71186 0.85876 -0.49463  -0.621
C9 0.75877 -0.20661 0.54156  -0.059
C10 -0.65822 -0.76780 0.78381  -0.408
C11 -1.20351 -0.15104 2.09554  -0.444
C12 0.02032 0.31316 2.79914  0.048
C13 0.13358 0.72022 4.13465  -0.056
C14 -0.99257 0.74784 5.08645  -0.105
C15 -1.15514 -0.33718 5.94831  -0.014
Cl1 -0.23146 -1.79308 5.83795  0.034
C16 -2.21639 -0.31368 6.83336  -0.222
C17 -3.10255 0.76632 6.87958  -0.192
C18 -2.94957 1.81618 5.96045  -0.221
C19 -1.90691 1.78727 5.04371  -0.006
Cl2 -1.71341 3.12128 3.93579  0.018
C20 1.40067 1.11693 4.55886  -0.168
C21 2.50062 1.09315 3.67278  -0.274
C22 2.36527 0.79053 2.32225  0.414
F1 3.42918 0.80983 1.46991  -0.318
C23 1.11898 0.36290 1.90853  -0.107
C24 0.87584 -0.74968 -2.43390  -0.011
N2 0.83993 -1.02078 -3.74009  -0.428
H1 -0.99433 -3.69301 -6.97794  0.488
H2 0.27289 -2.49647 -5.73359  0.223
H3 2.51064 -1.60245 -5.77752  0.227
H4 2.27713 -1.06785 -7.56036  0.241
H5 0.44173 0.44471 -6.77248  0.243
H6 0.29508 2.08388 -4.89092  0.217
H7 0.41539 2.59500 -2.47013  0.211
H8 0.58984 1.81457 -0.15385  0.402
H9 1.51977 -0.97846 0.28914  0.215
H10 -1.35236 -0.44799 -0.03261  0.224
H11 -0.61196 -1.86240 0.74600  0.216
H12 -1.77856 -0.85258 2.69189  0.228
H13 -1.84781 0.70590 1.86365  0.223
H14 -2.39827 -1.17060 7.47377  0.230
H15 -3.96591 0.77248 7.54457  0.229
H16 -3.68592 2.65034 5.91224  0.234
H17 1.62932 1.35740 5.59188  0.224
H18 3.50535 1.33216 4.03468  0.229
H19 1.09962 -1.61965 -1.82788  0.192

Computed properties:
Total charge: 0
Calculated total energy: -60033.8063 eV
HOMO: -7.9527 eV
ΔE to the lowest compared entry with this formula, charge and spin: 0.00 kcal/mol
Gap between HOMO and LUMO: 8.4 eV



C46H65N20O4S | wB97M-V/def2-TZVPD

Last column: Löwdin charge in e.
Element x y z (Å)
O1 -0.51286 5.30849 3.35311  0.030
C1 0.33204 4.80384 2.51429  -0.291
O2 1.51913 4.16143 3.04455  -0.105
C2 1.26652 2.75788 3.36735  -0.130
C3 0.92294 1.82363 2.08395  -0.205
O3 2.08256 1.63131 1.19741  -0.138
C4 0.17543 4.88891 0.91818  0.002
C5 1.54305 4.66279 0.05840  0.012
C6 1.47682 4.76791 -1.52447  -0.010
N1 0.21420 5.06712 -2.23505  0.013
C7 -1.04417 5.24695 -1.47977  -0.156
C8 -1.17225 5.16610 0.13944  -0.025
C9 -2.57487 5.34952 0.94874  -0.186
C10 -3.89051 5.00101 0.06950  -0.458
S1 -4.89597 3.61982 0.88995  0.876
C11 -3.97546 2.06464 0.48610  -0.491
N2 -3.04123 1.73338 -0.58824  -0.066
N3 -2.53965 0.46488 -0.57109  0.001
C12 -3.14243 -0.13784 0.65045  -0.036
O4 -4.02403 0.84522 1.26081  -0.101
H1 2.22866 2.33255 3.84840  0.153
H2 0.34843 2.73780 4.08038  0.136
H3 -0.01890 2.17711 1.49186  0.121
H4 0.63224 0.77047 2.51047  0.127
H5 2.21030 0.64590 1.11982  0.007
H6 2.52942 4.42443 0.61100  0.110
H7 2.42389 4.61055 -2.18255  0.121
H8 0.17189 5.14207 -3.28428  0.084
H9 -2.02063 5.46507 -2.07569  0.155
H10 -2.60089 6.39040 1.44704  0.127
H11 -2.55888 4.57840 1.83063  0.105
H12 -3.66087 4.59877 -0.99746  0.078
H13 -4.57471 5.93826 -0.09777  0.015
H14 -2.95199 -1.22082 1.01428  0.074
C13 1.03167 -2.75578 0.35385  -0.071
C14 2.06664 -1.83550 0.94680  -0.166
N4 2.89993 -1.09067 1.43063  0.120
H15 0.12509 -2.73556 0.96211  0.039
H16 0.78629 -2.43683 -0.66144  0.025
H17 1.41674 -3.77803 0.32303  0.060
C15 -2.73639 -4.62743 -1.37593  -0.092
C16 -2.45852 -3.82194 -0.12977  -0.193
N5 -2.24153 -3.18219 0.86824  0.093
H18 -3.81356 -4.75076 -1.50680  0.051
H19 -2.32891 -4.11561 -2.24790  0.035
H20 -2.27296 -5.61423 -1.29303  0.011
C17 -6.77866 -3.02164 -2.28657  -0.064
C18 -5.93324 -3.88218 -3.18935  -0.232
N6 -5.25794 -4.56936 -3.91024  0.115
H21 -7.72344 -2.78224 -2.77908  0.079
H22 -6.98693 -3.55249 -1.35519  0.079
H23 -6.25104 -2.09328 -2.05723  0.077
C19 4.27404 -3.16326 4.19906  -0.189
C20 3.65636 -4.27292 3.38271  -0.288
N7 3.15677 -5.16429 2.72246  0.112
H24 3.67349 -2.26102 4.11378  0.054
H25 4.32842 -3.45713 5.24849  0.094
H26 5.28843 -2.95223 3.83487  0.067
C21 -4.21424 -8.32580 -3.85408  -0.065
C22 -3.32469 -7.92394 -2.70628  -0.197
N8 -2.61407 -7.60234 -1.78918  0.112
H27 -3.79999 -9.20226 -4.35700  0.050
H28 -5.21285 -8.56684 -3.48390  0.082
H29 -4.28889 -7.50556 -4.57137  0.069
C23 -1.80540 9.34262 -2.23094  0.018
C24 -1.58642 7.88675 -1.91843  0.104
N9 -1.41457 6.72375 -1.66825  0.152
H30 -0.88241 9.90140 -2.06063  0.103
H31 -2.10520 9.45782 -3.27500  0.099
H32 -2.59094 9.74599 -1.58763  0.103
C25 -1.78711 -9.95438 -7.46777  -0.072
C26 -3.18350 -10.35150 -7.06397  -0.239
N10 -4.29873 -10.66908 -6.74162  0.108
H33 -1.73361 -8.87247 -7.60622  0.075
H34 -1.07758 -10.24983 -6.69196  0.077
H35 -1.51673 -10.44713 -8.40404  0.079
C27 -2.28355 4.76524 6.16293  -0.076
C28 -3.23745 5.71020 6.84681  -0.241
N11 -3.99952 6.46467 7.39263  0.100
H36 -2.83966 3.95351 5.68899  0.076
H37 -1.71355 5.29971 5.39937  0.042
H38 -1.59057 4.34264 6.89367  0.079
C29 0.92656 -4.26101 -4.03646  -0.043
C30 0.10362 -3.51423 -3.01957  -0.164
N12 -0.55474 -2.91777 -2.20686  0.130
H39 0.58583 -5.29654 -4.10218  0.083
H40 0.82445 -3.78927 -5.01607  0.080
H41 1.97858 -4.25002 -3.74354  0.083
C31 -0.24787 -2.83139 5.23250  -0.038
C32 1.19358 -3.03613 4.84357  -0.048
N13 2.35195 -3.19914 4.52934  0.028
H42 -0.56976 -1.82591 4.95266  0.076
H43 -0.87819 -3.56230 4.72124  0.073
H44 -0.36256 -2.95476 6.31156  0.083
C33 1.04760 6.87832 -6.60110  -0.060
C34 1.18689 5.66432 -5.72376  -0.201
N14 1.30878 4.69092 -5.02450  0.115
H45 1.62236 6.74130 -7.51952  0.082
H46 -0.00214 7.03651 -6.85788  0.078
H47 1.42132 7.75976 -6.07576  0.082
C35 5.15847 3.90909 -6.14506  -0.071
C36 4.92431 5.34839 -6.52452  -0.238
N15 4.74226 6.50112 -6.82920  0.099
H48 5.14002 3.80337 -5.05836  0.076
H49 4.37839 3.27906 -6.57754  0.076
H50 6.13034 3.57972 -6.51862  0.080
C37 1.84291 7.42108 4.58177  -0.083
C38 2.85473 8.36497 5.17851  -0.238
N16 3.66254 9.11865 5.65500  0.103
H51 0.93090 7.42153 5.18237  0.075
H52 1.59870 7.73284 3.56401  0.073
H53 2.25050 6.40815 4.55523  0.067
C39 6.80268 -5.80135 1.93275  -0.076
C40 8.24536 -6.00614 1.54852  -0.223
N17 9.39769 -6.16949 1.24138  0.107
H54 6.48186 -4.79525 1.65470  0.071
H55 6.17297 -6.52968 1.41763  0.080
H56 6.68339 -5.92827 3.01080  0.073
C41 -0.56207 -7.07312 2.69138  -0.064
C42 -0.04785 -6.69974 1.32581  -0.231
N18 0.35955 -6.40418 0.22852  0.112
H57 -0.52684 -6.20436 3.35201  0.062
H58 -1.59398 -7.42288 2.61716  0.077
H59 0.05414 -7.86853 3.11573  0.081
C43 10.53678 -7.62143 4.11121  -0.083
C44 10.72541 -9.08393 4.42143  -0.243
N19 10.87600 -10.25187 4.66919  0.094
H60 11.47085 -7.08170 4.28071  0.078
H61 10.23856 -7.49774 3.06815  0.027
H62 9.76111 -7.20180 4.75545  0.072
C45 -8.21701 7.65802 -0.13020  -0.047
C46 -6.77012 7.48722 -0.51297  -0.178
N20 -5.61389 7.35068 -0.81880  0.095
H63 -8.56083 8.65540 -0.41227  0.085
H64 -8.82768 6.91216 -0.64338  0.085
H65 -8.33320 7.53279 0.94846  0.086

Computed properties:
Total charge: +1
Calculated total energy: -97552.6621 eV
HOMO: -10.3385 eV
Gap between HOMO and LUMO: 6.7 eV